(1)
{"formula": "C19H26N6O", "method": "ωB97M-V/def2-TZVPD", "relative_energy_kj_mol": 163.7, "e_homo_ev": -8.60, "gap_ev": 9.4, "smiles": "CCCc1nc(NCCCOCC)c2nnn(Cc3ccccc3)c2n1", "species": ["C", "C", "H", "H", "C", "C", "N", "C", "N", "N", "N", "C", "C", "N", "N", "H", "C", "H", "C", "C", "O", "C", "C", "H", "H", "H", "H", "H", "H", "H", "H", "H", "H", "C", "C", "C", "C", "C", "C", "C", "H", "H", "H", "H", "H", "H", "H", "H", "H", "H", "H", "H"], "coordinates": [[-0.638, -2.863, 0.681], [0.715, -2.593, 0.036], [1.375, -2.101, 0.752], [1.175, -3.539, -0.258], [0.586, -1.698, -1.202], [0.125, -0.327, -0.814], [-1.108, 0.004, -1.156], [-1.456, 1.222, -0.739], [-2.615, 1.902, -0.888], [-2.496, 3.104, -0.303], [-1.337, 3.244, 0.203], [-0.628, 2.108, -0.025], [0.670, 1.637, 0.279], [1.003, 0.418, -0.140], [1.539, 2.366, 0.993], [1.277, 3.320, 1.185], [2.891, 1.934, 1.241], [3.262, 2.437, 2.136], [3.817, 2.205, 0.051], [5.154, 1.472, 0.221], [5.031, 0.102, 0.496], [4.454, -0.668, -0.546], [4.646, -2.138, -0.211], [5.705, -2.368, -0.124], [4.208, -2.757, -0.989], [4.166, -2.364, 0.737], [3.383, -0.443, -0.638], [4.949, -0.426, -1.500], [5.693, 1.880, 1.081], [5.765, 1.627, -0.683], [3.322, 1.858, -0.857], [4.012, 3.273, -0.054], [2.865, 0.857, 1.421], [-3.849, 1.444, -1.471], [-4.565, 0.530, -0.505], [-5.648, 0.985, 0.233], [-6.268, 0.149, 1.146], [-5.803, -1.141, 1.334], [-4.716, -1.596, 0.606], [-4.100, -0.765, -0.313], [-3.245, -1.110, -0.875], [-4.347, -2.600, 0.754], [-6.286, -1.791, 2.049], [-7.113, 0.509, 1.715], [-6.004, 1.996, 0.095], [-4.448, 2.329, -1.692], [-3.606, 0.909, -2.394], [-0.137, -2.123, -1.900], [1.558, -1.619, -1.691], [-0.523, -3.494, 1.560], [-1.301, -3.366, -0.020], [-1.110, -1.932, 0.986]], "atomic_forces_ev_per_a": [[0.23, 0.01, 0.02], [-0.14, -0.03, -0.11], [0.10, -0.05, 0.00], [0.08, 0.02, 0.03], [0.14, -0.12, 0.15], [-0.36, -0.08, -0.39], [-0.38, -0.26, -0.30], [0.99, 0.66, 0.59], [1.02, -0.31, -0.04], [-0.90, 0.67, -0.04], [0.58, 0.41, 0.43], [-0.86, -1.04, -0.81], [-0.27, 0.04, 0.05], [0.48, 0.29, 0.36], [-0.25, 0.33, 0.03], [-0.02, -0.08, 0.02], [0.37, -0.17, -0.25], [-0.05, -0.08, 0.01], [0.14, -0.43, 0.27], [-0.04, 0.40, -0.13], [-0.03, -0.31, 0.09], [-0.04, -0.19, -0.07], [0.02, 0.47, -0.03], [0.10, -0.07, -0.01], [-0.06, -0.11, -0.08], [-0.08, -0.08, 0.11], [0.12, 0.04, -0.03], [-0.06, 0.02, 0.06], [0.03, 0.05, -0.11], [-0.01, -0.01, 0.14], [-0.03, 0.06, -0.04], [-0.01, 0.04, -0.05], [0.06, 0.16, 0.12], [-0.42, -0.18, 0.01], [-0.10, 0.02, -0.06], [0.05, -0.01, -0.08], [-0.08, 0.01, 0.08], [-0.05, -0.02, 0.07], [0.02, -0.04, 0.01], [-0.05, -0.05, -0.04], [0.05, -0.05, -0.05], [0.03, -0.09, 0.01], [-0.04, -0.05, 0.05], [-0.07, 0.03, 0.05], [-0.04, 0.11, -0.02], [0.11, -0.11, -0.05], [-0.03, 0.15, 0.07], [0.05, 0.01, -0.03], [0.00, 0.02, -0.07], [-0.06, -0.05, 0.08], [-0.13, -0.05, -0.06], [-0.13, 0.07, 0.07]], "lowdin_charge": [-0.1071, -0.2553, 0.0969, 0.1054, -0.1414, -0.3539, 0.1866, -0.2245, -0.0517, 0.0484, 0.0604, -0.1446, -0.2550, 0.1913, 0.0705, 0.1466, -0.1799, 0.1287, -0.1572, -0.2337, -0.1611, -0.2786, -0.0664, 0.0741, 0.0713, 0.0727, 0.0839, 0.1251, 0.1253, 0.1223, 0.1048, 0.1146, 0.1149, -0.0767, -0.2098, -0.0415, -0.0839, -0.0902, -0.0779, -0.0451, 0.0913, 0.1011, 0.1009, 0.1019, 0.1111, 0.1257, 0.1340, 0.1136, 0.1035, 0.0701, 0.0731, 0.0656]}

(2)
{"formula": "C19H26O2PReSe2", "method": "ωB97M-V/def2-TZVPD", "e_homo_ev": [-17.80, -17.79], "gap_ev": [6.5, 6.0], "spin_multiplicity": 4, "charge": 3, "species": ["Re", "C", "Se", "C", "C", "Se", "C", "H", "H", "H", "H", "H", "H", "H", "H", "H", "H", "O", "C", "O", "C", "C", "C", "C", "C", "C", "H", "H", "H", "H", "H", "C", "P", "C", "C", "C", "C", "C", "C", "C", "H", "H", "H", "H", "H", "H", "H", "H", "H", "H", "H"], "coordinates": [[0.526, -0.324, 0.427], [0.959, -0.892, 3.902], [0.861, 0.661, 2.719], [2.741, 1.237, 2.642], [3.609, 0.422, 1.707], [2.875, 0.425, -0.121], [3.652, -1.225, -0.823], [1.225, -0.499, 4.880], [1.690, -1.614, 3.551], [-0.040, -1.322, 3.930], [3.104, 1.167, 3.667], [2.692, 2.290, 2.370], [3.714, -0.618, 2.008], [4.600, 0.868, 1.627], [3.485, -2.049, -0.133], [4.714, -1.033, -0.955], [3.184, -1.418, -1.785], [-0.932, -1.695, 0.771], [-0.765, -2.262, -0.416], [0.202, -1.655, -1.086], [-1.527, -3.328, -0.901], [-2.498, -3.922, -0.065], [-3.236, -4.974, -0.546], [-3.029, -5.423, -1.852], [-2.073, -4.838, -2.686], [-1.316, -3.793, -2.219], [-2.650, -3.558, 0.942], [-3.972, -5.455, 0.084], [-3.622, -6.249, -2.227], [-1.926, -5.210, -3.690], [-0.564, -3.335, -2.848], [-2.500, 0.997, -0.331], [-0.788, 1.352, -0.755], [-0.556, 1.074, -2.517], [-0.382, 3.012, -0.322], [0.341, 3.813, -1.217], [0.518, 5.155, -0.928], [0.000, 5.690, 0.245], [-0.695, 4.889, 1.148], [-0.885, 3.548, 0.875], [-2.674, 1.103, 0.739], [-2.775, -0.011, -0.643], [-3.113, 1.728, -0.865], [-1.120, 1.846, -3.044], [-0.938, 0.090, -2.785], [0.494, 1.139, -2.800], [0.744, 3.411, -2.139], [1.049, 5.788, -1.626], [0.138, 6.741, 0.460], [-1.102, 5.318, 2.055], [-1.440, 2.935, 1.577]], "atomic_forces_ev_per_a": [[-0.75, -1.06, -0.76], [0.03, -0.10, -0.01], [-0.05, 0.37, 0.47], [0.01, -0.06, -0.06], [0.02, 0.04, 0.04], [0.27, 0.26, -0.14], [0.08, -0.06, -0.03], [0.00, 0.00, 0.02], [0.01, 0.00, 0.00], [0.00, 0.00, 0.00], [0.03, 0.03, 0.03], [0.02, 0.03, -0.03], [-0.02, -0.02, 0.04], [0.03, -0.01, 0.02], [-0.01, 0.01, 0.02], [0.01, 0.01, 0.00], [-0.02, 0.03, 0.00], [0.32, 0.22, -0.32], [0.25, 0.42, 0.20], [-0.12, 0.14, 0.50], [-0.06, -0.06, -0.05], [0.00, -0.02, 0.02], [-0.06, -0.04, 0.00], [0.00, -0.06, -0.01], [-0.03, -0.04, -0.04], [0.05, -0.05, 0.01], [0.03, 0.02, 0.00], [-0.02, 0.00, -0.03], [0.01, 0.01, 0.01], [-0.03, -0.01, 0.01], [0.00, 0.02, 0.03], [-0.02, 0.00, -0.02], [-0.07, -0.15, -0.04], [0.02, 0.00, 0.03], [0.10, 0.01, 0.14], [0.01, 0.04, 0.07], [0.05, -0.01, -0.03], [0.01, 0.01, 0.02], [0.01, -0.02, 0.05], [0.03, 0.03, -0.03], [-0.01, 0.01, 0.00], [0.02, 0.02, -0.02], [-0.04, -0.01, 0.02], [0.00, -0.01, -0.04], [-0.01, 0.00, 0.01], [0.00, 0.02, -0.01], [-0.05, 0.01, 0.00], [0.01, 0.00, 0.01], [-0.02, 0.01, -0.01], [0.02, 0.00, -0.01], [-0.03, 0.03, -0.05]], "lowdin_charge": [1.1277, -0.2726, 0.9621, -0.4503, -0.4484, 0.9745, -0.2788, 0.0600, 0.0493, 0.0506, 0.1040, 0.0867, 0.0870, 0.1032, 0.0518, 0.0612, 0.0476, -0.1625, -0.4803, -0.1746, -0.1544, 0.0334, -0.0119, 0.0267, -0.0133, 0.0299, 0.1325, 0.1318, 0.1368, 0.1314, 0.1308, -0.1734, 0.8273, -0.1854, -0.3917, -0.0649, -0.0233, -0.0023, -0.0276, -0.0930, 0.0680, 0.0662, 0.0952, 0.0934, 0.0641, 0.0667, 0.1110, 0.1314, 0.1340, 0.1302, 0.1021]}

(3)
{"formula": "C19H27AlF8NO4", "method": "ωB97M-V/def2-TZVPD", "e_homo_ev": -4.97, "gap_ev": 6.1, "charge": -1, "species": ["C", "C", "C", "C", "C", "C", "O", "Al", "C", "C", "O", "C", "C", "F", "F", "C", "F", "F", "C", "F", "F", "C", "F", "F", "H", "H", "H", "H", "H", "H", "H", "H", "H", "H", "H", "H", "H", "H", "H", "H", "H", "H", "H", "H", "H", "H", "C", "C", "C", "C", "C", "C", "N", "O", "O", "H", "H", "H", "H", "H"], "coordinates": [[4.747, -3.063, 1.388], [3.717, -1.923, 2.010], [2.591, -2.717, 2.917], [3.048, -0.948, 0.839], [4.217, 0.209, 0.534], [1.681, -0.308, 1.510], [1.200, 0.919, 0.795], [0.088, 1.754, 2.099], [-1.465, 2.835, 1.296], [-2.812, 2.441, 2.175], [-4.078, 2.597, 1.443], [-4.526, 1.341, 0.822], [-5.355, 0.330, 1.811], [-4.541, -0.302, 2.882], [-6.400, 1.148, 2.517], [-6.029, -0.941, 0.959], [-5.259, -2.177, 1.362], [-5.802, -0.810, -0.521], [-7.613, -1.190, 1.325], [-7.892, -1.372, 2.773], [-8.417, -0.104, 0.717], [-8.080, -2.621, 0.597], [-9.466, -2.914, 1.093], [-8.214, -2.474, -0.895], [5.716, -2.602, 0.898], [5.122, -3.690, 2.331], [4.201, -3.829, 0.684], [4.331, -1.240, 2.745], [1.688, -3.060, 2.230], [3.096, -3.620, 3.496], [2.164, -1.953, 3.727], [2.755, -1.553, -0.140], [5.212, -0.342, 0.175], [4.396, 0.833, 1.527], [3.865, 0.932, -0.347], [0.781, -1.056, 1.576], [1.908, 0.030, 2.631], [-0.558, 0.537, 2.940], [0.968, 2.565, 3.163], [-1.264, 3.985, 1.505], [-1.601, 2.729, 0.138], [-2.617, 1.361, 2.598], [-2.889, 3.156, 3.125], [-5.277, 1.654, -0.052], [-3.627, 0.719, 0.374], [-7.390, -3.529, 0.906], [3.452, 2.346, -6.457], [2.436, 2.066, -5.541], [2.709, 1.299, -4.407], [4.009, 0.820, -4.195], [5.029, 1.093, -5.117], [4.743, 1.858, -6.249], [4.308, 0.035, -2.991], [3.374, -0.201, -2.210], [5.476, -0.342, -2.823], [3.236, 2.949, -7.337], [1.432, 2.448, -5.711], [1.906, 1.090, -3.703], [6.041, 0.723, -4.968], [5.529, 2.078, -6.969]], "atomic_forces_ev_per_a": [[0.18, -0.07, 1.29], [-0.03, -0.82, -0.38], [-0.01, 0.74, 0.12], [0.23, 0.30, 1.17], [-0.69, -0.30, -0.45], [0.03, 1.49, -0.21], [0.01, -1.62, 2.03], [0.51, -0.51, -1.16], [-1.16, 1.51, 0.34], [2.02, 0.24, 0.78], [-0.36, -2.96, -0.38], [0.16, 0.50, -0.34], [0.43, 0.87, 1.54], [-2.46, 1.98, -3.03], [2.60, -2.81, -2.03], [1.72, -0.92, 0.22], [-2.66, 3.43, -1.43], [-1.09, -0.38, 4.77], [-1.63, -0.60, -1.10], [1.16, 0.99, -4.67], [2.45, -3.09, 2.30], [-2.36, -0.05, -0.42], [3.87, 0.84, -1.47], [0.63, -0.36, 4.70], [-2.15, -0.91, 0.73], [-0.67, 1.21, -2.03], [1.05, 1.70, 1.19], [-1.14, -1.27, -1.48], [1.99, 0.47, 1.57], [-1.15, 1.79, -1.31], [0.80, -1.80, -1.79], [0.81, 1.24, 2.10], [-2.11, 1.25, 0.90], [-0.33, -1.32, -2.13], [0.75, -1.53, 2.28], [1.89, 1.03, -0.21], [-0.13, -0.94, -2.06], [-0.30, -0.21, 0.04], [0.23, 0.31, 0.01], [-0.47, -2.13, -0.63], [-0.06, 0.02, 2.08], [-0.93, 1.91, -0.93], [0.11, -1.49, -2.12], [1.58, -0.84, 2.03], [-1.76, 1.21, 0.92], [-1.50, 2.01, -1.01], [0.02, -0.08, 0.11], [0.41, -0.14, 0.03], [0.09, -0.03, 0.02], [-0.22, 0.62, -0.83], [-0.08, 0.02, 0.03], [-0.31, -0.09, 0.28], [-0.13, -0.85, 1.40], [1.53, 0.27, -1.75], [-1.48, 0.49, -0.28], [0.04, -0.12, 0.17], [0.20, -0.11, 0.10], [0.36, -0.05, 0.01], [-0.34, 0.01, 0.18], [-0.13, -0.07, 0.18]], "lowdin_charge": [-0.1318, -0.3723, -0.1330, -0.2707, -0.1075, -0.3245, -0.3714, 0.2130, -0.2695, -0.2914, -0.1967, -0.1029, -0.1526, 0.0029, -0.0095, -0.0890, -0.0016, 0.0134, -0.1465, 0.0375, 0.0308, -0.0491, -0.0490, -0.0349, 0.0694, 0.0691, 0.0801, 0.1317, 0.0873, 0.0722, 0.0866, 0.1363, 0.0724, 0.0935, 0.0717, 0.0945, 0.0850, -0.0543, -0.1007, 0.0455, 0.0538, 0.0625, 0.1350, 0.1619, 0.1684, 0.1888, -0.0845, -0.0689, 0.0101, -0.1336, -0.0056, -0.0784, -0.3063, 0.0526, 0.0549, 0.1028, 0.1077, 0.1259, 0.1159, 0.1032]}

(4)
{"formula": "C19H27BNO2PPt", "method": "ωB97M-V/def2-TZVPD", "e_homo_ev": [-11.11, -14.90], "gap_ev": [6.0, 5.2], "spin_multiplicity": 5, "charge": 2, "species": ["C", "C", "C", "C", "C", "C", "C", "C", "N", "Pt", "C", "P", "H", "H", "H", "H", "H", "H", "H", "H", "C", "C", "H", "C", "C", "H", "H", "H", "H", "H", "H", "H", "H", "H", "H", "H", "H", "H", "H", "O", "B", "O", "C", "C", "C", "C", "C", "C", "H", "H", "H", "H"], "coordinates": [[0.284, 3.524, -3.201], [-0.990, 3.072, -2.870], [-1.195, 1.812, -2.259], [-0.088, 1.033, -1.902], [1.186, 1.579, -2.094], [1.379, 2.787, -2.764], [-2.643, 1.424, -2.073], [-3.029, -0.056, -1.926], [-1.938, -0.984, -2.372], [-0.170, -0.960, -1.330], [2.369, 0.855, -1.570], [2.032, -0.967, -1.347], [-1.868, 3.676, -3.128], [2.397, 3.142, -2.934], [0.416, 4.449, -3.772], [2.672, 1.217, -0.579], [3.267, 0.974, -2.184], [-3.048, 1.956, -1.188], [-3.196, 1.824, -2.947], [-3.252, -0.301, -0.880], [3.060, -1.224, 0.101], [2.970, -1.621, -2.774], [-3.936, -0.276, -2.556], [-1.647, -0.767, -3.821], [-2.357, -2.386, -2.020], [1.003, -2.344, -1.419], [-2.219, -1.494, -4.400], [-1.895, 0.259, -4.106], [-0.587, -0.912, -4.027], [-2.761, -2.914, -2.893], [-1.462, -2.923, -1.629], [-3.102, -2.363, -1.208], [4.016, -1.296, -2.706], [2.945, -2.717, -2.760], [2.525, -1.274, -3.715], [4.116, -1.084, -0.170], [2.770, -0.486, 0.856], [2.909, -2.234, 0.493], [-1.689, -0.110, 0.046], [-2.004, -0.612, 2.241], [-1.162, -0.278, 1.129], [-0.003, 0.417, 1.553], [-0.319, 0.792, 2.822], [0.421, 1.597, 3.650], [-0.118, 1.848, 4.917], [-1.344, 1.321, 5.308], [-2.091, 0.500, 4.451], [-1.542, 0.215, 3.219], [1.380, 2.003, 3.323], [0.450, 2.475, 5.602], [-1.712, 1.527, 6.310], [-3.059, 0.109, 4.755]], "atomic_forces_ev_per_a": [[0.09, 0.09, 0.22], [-0.51, -0.86, 0.10], [-0.66, 1.18, -0.19], [-0.03, -0.56, -0.05], [1.27, 0.76, -0.17], [0.16, -0.29, -0.07], [-0.91, 0.29, -0.14], [-0.23, -0.05, -0.41], [-2.08, -0.38, -0.20], [0.05, 0.62, 0.54], [0.32, -0.36, 0.33], [2.94, 1.64, -0.30], [0.37, -0.33, 0.00], [-0.33, -0.11, -0.02], [-0.04, -0.31, 0.36], [-0.31, 0.07, -0.07], [-0.17, -0.01, -0.15], [0.19, -0.18, -0.44], [0.28, -0.09, 0.57], [-0.07, 0.03, -0.49], [-0.09, -0.71, 0.37], [-0.11, -0.48, 0.08], [0.76, 0.15, 0.63], [-0.05, -0.38, -0.16], [0.11, -0.27, 0.04], [-0.81, 0.38, 0.13], [-0.08, 0.22, -0.12], [-0.02, -0.34, 0.05], [-0.12, -0.11, 0.01], [0.12, 0.13, 0.24], [-0.65, -0.13, -0.37], [0.34, 0.02, -0.42], [-0.28, 0.03, -0.03], [0.02, 0.19, -0.08], [0.08, -0.02, 0.20], [-0.29, -0.02, 0.04], [0.02, -0.26, -0.07], [0.18, 0.14, 0.10], [0.02, 0.72, 0.61], [0.14, 1.27, 1.92], [0.03, -1.63, -2.56], [0.25, 1.31, 2.12], [1.64, 0.18, -1.74], [0.38, 0.59, 0.78], [1.99, 0.56, -1.19], [-1.91, -1.31, -0.18], [-0.28, 0.42, 1.25], [-1.46, -1.57, -0.82], [-0.36, -0.07, 0.18], [-0.18, -0.14, -0.08], [-0.03, 0.00, -0.23], [0.26, -0.03, -0.10]], "lowdin_charge": [-0.0008, 0.0023, -0.2188, -0.1547, -0.2771, -0.0069, -0.1314, -0.1821, -0.4191, 1.0145, -0.2477, 0.6240, 0.1368, 0.1338, 0.1355, 0.1084, 0.1101, 0.1440, 0.1305, 0.0988, -0.2125, -0.2153, 0.1612, -0.0281, -0.0558, 0.0430, 0.1058, 0.1033, 0.0844, 0.1107, 0.0624, 0.1080, 0.0686, 0.0605, 0.0648, 0.0790, 0.0520, 0.0660, 0.0458, 0.1845, -0.4776, 0.1232, -0.1477, 0.0579, 0.0214, 0.0220, 0.0714, -0.1308, 0.1449, 0.1398, 0.1397, 0.1473]}